Entry 1:
63
Properties=species:S:1:pos:R:3:forces:R:3:mulliken_charge:R:1 method="wB97M-V/def2-TZVPD" energy_ha=-1273.8325 orbital_gap_ev=10.114 e_lumo_ev=0.40
O -0.078914 -3.932048 2.931421 0.058 -0.144 0.103 -0.52
O 2.726145 -0.061923 2.036942 -0.519 0.958 0.104 -0.31
O 1.547494 -0.076338 -0.004975 -0.313 0.992 0.266 -0.40
O -4.495270 -2.271831 -0.294539 -0.156 -0.067 -0.019 -0.52
O 0.410775 -0.709857 1.978106 0.042 1.059 0.072 -0.14
O -1.532220 0.194880 -1.150319 0.014 0.865 0.222 -0.43
O -6.559574 -0.058281 -4.507135 0.086 -0.024 -0.095 -0.49
O 5.872846 1.850683 2.511017 -0.123 -0.155 -0.198 -0.51
N 1.821445 2.826110 -1.357840 0.262 -0.039 -0.050 -0.81
C 3.972580 2.055642 -2.094444 -0.050 0.141 0.057 -1.29
C -5.182252 -1.826373 -1.463683 0.170 0.135 0.074 -0.26
C 0.912521 -4.325247 3.872540 -0.015 0.175 -0.057 -0.22
C 2.926296 2.282776 -1.036438 -0.135 0.173 0.034 0.86
C -6.298567 -0.016404 -5.907955 -0.151 0.107 0.048 -0.18
C -6.174112 1.405659 -6.422260 0.028 0.011 0.085 -1.08
C 0.853902 -3.495559 5.142823 -0.060 0.001 -0.025 -0.81
C 3.246857 1.841041 0.370723 -0.038 -0.212 -0.305 -0.19
C 6.473972 0.737010 1.850453 0.250 0.156 0.241 0.09
C -4.258140 -1.731787 -2.658928 0.152 -0.109 -0.061 -0.30
C -1.018193 2.452192 1.975943 -0.388 0.123 -0.127 -1.05
C 7.186999 -0.168474 2.836642 -0.053 -0.024 0.004 -1.22
C -1.639420 1.979483 0.654900 0.290 -0.284 0.421 -0.42
B 1.516786 -0.254093 2.682306 0.336 -0.722 0.420 0.23
B 2.511979 0.526865 0.792300 0.502 -0.856 -0.314 0.20
B 0.345969 -0.107002 0.712761 0.131 -1.012 -0.434 0.46
B -1.008731 0.680544 0.040470 -0.369 -0.141 -0.161 0.11
H -4.801564 -1.405519 -3.543344 -0.044 0.038 0.007 -0.05
H -3.454800 -1.019012 -2.461591 -0.036 0.053 -0.005 0.05
H 7.635309 -1.026023 2.333177 0.016 0.008 -0.003 0.34
H 2.938764 2.635282 1.053930 -0.029 -0.039 0.225 0.42
H -5.950876 1.418484 -7.489881 -0.015 -0.004 -0.006 0.33
H -0.021541 2.868712 1.830829 0.179 -0.064 -0.002 0.21
H 0.722316 -5.374384 4.093535 -0.010 -0.027 -0.032 0.31
H -7.102992 1.957505 -6.260291 -0.022 -0.014 -0.053 0.33
H 3.987737 2.894917 -2.782871 -0.083 0.045 -0.105 0.41
H -7.089285 -0.549828 -6.446080 0.057 -0.028 -0.058 0.27
H -3.795434 -2.699607 -2.860898 -0.049 -0.029 0.019 0.28
H -5.365869 -0.558809 -6.056682 0.006 -0.039 0.034 0.29
H -2.714473 1.837646 0.778680 -0.165 -0.002 -0.103 0.40
H -5.380279 1.931847 -5.891991 0.030 -0.014 -0.016 0.28
H 0.078865 -3.010022 2.711206 -0.093 0.152 -0.098 0.26
H 3.748247 1.159403 -2.668588 -0.024 -0.150 -0.009 0.25
H 7.170368 1.101945 1.086805 -0.014 -0.106 -0.055 0.27
H 1.220359 2.929804 -0.538640 -0.027 -0.019 0.015 0.22
H -1.624567 3.244744 2.408878 0.045 0.112 0.124 0.41
H 7.978176 0.376541 3.356398 0.046 -0.015 -0.045 0.35
H -3.787338 -1.645371 -0.122424 0.101 0.012 -0.012 0.27
H 6.576960 2.339138 2.944979 0.012 0.085 0.063 0.31
H -5.644753 -0.852726 -1.267745 -0.079 -0.021 -0.070 0.22
H 1.604887 -3.824193 5.863054 0.013 0.009 -0.008 0.33
H 1.906446 -4.252865 3.415286 0.035 -0.063 0.055 0.23
H -0.966092 1.649879 2.707959 0.062 -0.085 0.084 0.24
H 1.433015 0.036921 3.832523 -0.041 -0.307 0.067 -0.16
H -0.131422 -3.576511 5.601866 -0.001 -0.029 0.012 0.26
H -5.978681 -2.547111 -1.642366 -0.008 -0.028 0.042 0.31
H 4.958846 1.951994 -1.652238 0.113 -0.075 0.010 0.30
H 5.673606 0.195719 1.348463 -0.067 0.026 0.038 0.14
H 6.485680 -0.530037 3.588362 -0.025 -0.025 -0.023 0.30
H -7.387263 0.402092 -4.346273 -0.062 0.030 0.044 0.28
H 1.029219 -2.439289 4.923286 0.049 -0.007 0.015 0.14
H -0.818692 0.130864 -1.788985 0.111 -0.734 -0.278 0.27
H -1.520274 2.759498 -0.101333 -0.140 0.044 -0.172 0.33
H 4.306223 1.690708 0.552173 0.209 0.205 -0.004 -0.17

=====

Entry 2:
57
Properties=species:S:1:pos:R:3:forces:R:3:mulliken_charge:R:1 method="wB97M-V/def2-TZVPD" relative_energy_ev=2.162 smiles=CC1(C)CCCC(C)(C)N1O.CO.CO.CO.CO.O energy_ha=-1023.5759 orbital_gap_ev=9.489 e_lumo_ev=0.54
O 2.359303 -2.164252 1.952546 0.200 -0.906 -0.339 -0.54
O 1.310811 -0.327594 4.166621 0.464 -1.780 -1.477 -0.65
O 1.763987 1.829955 1.890030 0.528 -2.284 -0.245 -0.42
O 0.019099 -2.682053 0.899441 0.272 -0.091 -0.233 -0.60
O 3.662331 1.303218 -0.605531 0.083 1.231 -0.596 -0.49
O -2.495818 -1.669144 -0.941445 0.153 -0.445 0.197 -0.60
N -1.598305 -0.605412 -0.799231 1.329 0.029 0.728 1.23
C -1.108422 1.609792 0.048576 -1.212 -1.070 -0.654 -1.45
C 3.468177 2.419173 -1.585141 0.654 -1.319 2.448 -0.34
C -0.358964 1.952851 -1.252720 -1.011 1.123 0.411 -0.60
C -2.253397 0.548246 -0.159665 -0.033 0.299 -2.373 1.17
C -1.712110 -0.195224 -3.250990 -0.406 0.124 -0.454 -1.61
C -2.892889 0.143474 1.114808 1.013 0.668 1.914 -1.78
C 3.333762 -2.440718 0.908196 -0.440 1.654 1.172 -0.60
C -0.015980 -1.683442 -2.300088 0.115 -0.350 -0.563 -2.17
C -0.733938 -3.396203 1.869525 -0.250 -0.474 -0.928 -0.63
C -0.778996 -0.420578 -2.052783 -1.469 -0.183 0.036 2.21
C -3.416359 1.142534 -1.047399 -0.015 -1.056 0.813 -1.54
C 0.182656 0.715874 -1.904666 0.722 -0.414 0.664 -1.53
C 1.135349 2.640101 2.842575 0.042 0.598 0.153 -0.60
H 0.714887 -1.976815 -1.570872 0.326 0.270 0.679 0.21
H -1.588388 2.384963 0.633123 0.178 0.852 -0.351 0.70
H -3.284901 -1.287704 -1.326636 -0.599 0.040 -0.337 0.32
H -0.548188 -4.476453 1.631858 -0.102 0.921 0.777 0.22
H 1.495341 -2.475125 1.577284 0.513 0.470 0.252 0.44
H -0.978053 2.532038 -1.980991 0.411 -0.216 0.644 0.30
H 1.391351 3.703046 2.675152 -0.197 -0.526 -0.269 0.25
H 1.006890 0.306223 -1.268787 -0.129 0.605 -0.724 0.22
H -0.727630 -2.481664 -2.346279 -0.280 -0.692 -0.374 0.53
H 3.167456 -1.657404 0.182750 0.679 0.440 -0.417 0.17
H -3.842874 1.906297 -0.409830 -0.379 0.352 -0.252 0.44
H 0.525902 -0.716641 3.707958 0.787 0.509 0.662 0.30
H 3.154127 -3.341529 0.369019 -0.046 -1.156 0.075 0.29
H -1.796159 -3.204249 1.709234 -0.056 -0.055 0.178 0.27
H -2.618136 -0.825833 -3.089413 0.553 0.638 -0.628 0.18
H 0.503871 -1.561874 -3.249336 -0.001 -0.238 -0.123 0.48
H -0.331869 1.220228 0.683087 0.142 -0.613 0.562 0.21
H 0.060982 2.481845 2.743368 -0.205 0.337 0.482 0.23
H 2.029931 -0.964929 3.840473 -1.242 1.191 0.522 0.36
H 3.424944 3.354968 -1.012359 0.241 -0.029 -0.423 0.26
H 4.317777 2.388796 -2.280346 -0.595 0.071 0.082 0.25
H 2.496334 2.217776 -1.970641 -0.501 0.195 -1.135 0.00
H -1.963251 0.870597 -3.315147 -0.269 -0.376 -0.061 0.39
H -3.343551 1.057206 1.570434 0.226 -0.773 -0.135 0.47
H 3.320138 1.623061 0.246491 0.004 -0.180 -0.281 0.31
H 0.481102 0.956328 -2.933425 0.608 -0.111 0.367 0.25
H 1.684686 0.874346 2.221638 0.295 1.914 -0.528 0.29
H -1.264800 -0.427575 -4.243499 -0.123 -0.204 0.809 0.47
H 1.511472 2.396317 3.827936 -0.309 -0.098 0.417 0.27
H 4.335278 -2.384469 1.373971 -0.523 -0.139 -0.516 0.25
H -0.438918 -3.073735 2.870862 -0.036 -0.480 0.116 0.26
H -3.614289 -0.660332 1.096696 -0.183 -0.069 -0.360 0.34
H -4.258861 0.408522 -1.319250 1.306 0.956 0.403 0.29
H -2.044806 -0.168524 1.744019 -0.430 -0.094 0.394 0.23
H -0.372825 -1.828927 0.667638 -0.413 0.088 -0.202 0.29
H -2.968311 1.557214 -1.918855 -0.300 0.499 -0.650 0.41
H 0.493045 2.553412 -0.929988 -0.095 0.349 -0.325 0.44